# 1
Computed, not measured: C32H66IInNO11S as an isolated structure in a non-equilibrium geometry, with wB97M-V/def2-TZVPD.

Geometry (Å):
N: 0.5264 6.5799 3.9972
In: -0.6736 4.8101 4.0212
S: 0.7087 3.0768 2.8505
C: -2.4826 5.0994 2.6789
C: -3.6212 5.6818 3.3269
O: -4.5660 5.1627 3.8351
I: -3.5918 7.9068 3.3886
H: -0.0790 7.3963 3.9500
H: 1.0169 6.5603 3.1058
H: -1.0054 4.3220 5.6137
H: 0.4550 3.3711 1.5713
H: -2.1665 5.7364 1.8538
H: -2.7597 4.1251 2.2766
C: -2.2488 1.1961 8.2132
C: -2.9189 1.7668 6.9824
O: -2.3721 2.5838 6.2874
C: -4.3094 1.2600 6.6654
H: -1.2631 1.6415 8.3225
H: -2.8433 1.4173 9.1018
H: -2.1436 0.1140 8.1145
H: -4.9888 1.4838 7.4900
H: -4.2866 0.1802 6.5056
H: -4.6701 1.7496 5.7637
C: 1.1799 -2.3185 3.2416
C: 0.2425 -1.6366 4.2076
O: -0.3511 -2.2592 5.0641
C: 0.0949 -0.1493 4.0327
H: 1.2071 -3.3888 3.4517
H: 0.8317 -2.1642 2.2191
H: 2.1791 -1.9092 3.3462
H: -0.2818 0.0814 3.0368
H: 1.0577 0.3439 4.1598
H: -0.6028 0.2428 4.7705
C: -2.0053 4.2080 -2.0968
C: -1.1221 3.4414 -1.1539
O: -0.1664 3.9285 -0.5917
C: -1.4847 1.9938 -0.9187
H: -1.6567 5.2328 -2.1868
H: -1.9869 3.7241 -3.0764
H: -3.0307 4.2138 -1.7205
H: -1.4550 1.4396 -1.8577
H: -2.4875 1.9214 -0.4983
H: -0.7714 1.5604 -0.2180
C: -3.3543 -1.0801 0.5413
C: -4.2616 -0.8070 -0.6332
O: -3.8966 -0.1393 -1.5723
C: -5.6484 -1.4050 -0.5777
H: -2.3944 -0.5960 0.3794
H: -3.7983 -0.6892 1.4582
H: -3.1986 -2.1544 0.6534
H: -6.1836 -1.0273 0.2946
H: -5.5842 -2.4922 -0.5109
H: -6.1968 -1.1343 -1.4770
C: 2.7402 0.9705 0.4433
C: 3.5869 -0.0391 1.1734
O: 3.2900 -0.4301 2.2804
C: 4.8038 -0.5623 0.4554
H: 1.8968 1.2612 1.0663
H: 3.3283 1.8608 0.2165
H: 2.3740 0.5395 -0.4917
H: 5.4872 0.2522 0.2101
H: 4.4716 -1.0644 -0.4561
H: 5.3188 -1.2805 1.0916
C: 0.4637 7.6035 -0.2222
C: 0.5226 7.1935 -1.6694
O: -0.4641 7.1474 -2.3675
C: 1.8860 6.8395 -2.2154
H: -0.5641 7.8253 0.0551
H: 0.8329 6.7961 0.4127
H: 1.0770 8.4929 -0.0656
H: 2.3006 5.9995 -1.6562
H: 2.5587 7.6944 -2.1265
H: 1.7962 6.5621 -3.2633
C: 1.7882 -3.2995 -2.2215
C: 3.2685 -3.2143 -2.5027
O: 3.9317 -2.2798 -2.1123
C: 3.8786 -4.3479 -3.2878
H: 1.4758 -2.4270 -1.6522
H: 1.2317 -3.3319 -3.1595
H: 1.5644 -4.1993 -1.6437
H: 3.4120 -4.4251 -4.2695
H: 3.7391 -5.2885 -2.7513
H: 4.9428 -4.1657 -3.4189
C: -4.4483 2.6090 -6.0488
C: -3.5018 1.8750 -5.1275
O: -2.5368 2.4229 -4.6511
C: -3.8191 0.4311 -4.8287
H: -4.1069 3.6332 -6.1775
H: -4.4801 2.1166 -7.0222
H: -5.4525 2.6181 -5.6224
H: -3.8257 -0.1474 -5.7551
H: -4.7962 0.3532 -4.3509
H: -3.0700 0.0258 -4.1548
C: 3.9635 -7.9725 -7.5158
C: 4.4654 -7.1314 -6.3658
O: 4.0900 -5.9963 -6.2001
C: 5.4603 -7.7792 -5.4316
H: 3.2589 -7.3931 -8.1070
H: 4.7978 -8.2761 -8.1500
H: 3.4634 -8.8650 -7.1369
H: 6.3543 -8.0752 -5.9825
H: 5.0197 -8.6641 -4.9699
H: 5.7392 -7.0726 -4.6537
C: 3.0939 -5.6119 1.3843
C: 1.8388 -6.3840 1.0620
O: 1.0602 -6.0057 0.2185
C: 1.6021 -7.6552 1.8429
H: 3.1403 -4.7229 0.7591
H: 3.0928 -5.3058 2.4312
H: 3.9743 -6.2267 1.1881
H: 1.5366 -7.4318 2.9086
H: 2.4229 -8.3548 1.6767
H: 0.6712 -8.1126 1.5168

Cartesian forces (eV/Å) of the 3 atoms listed first:
-0.25 -0.32 -0.25
0.53 0.42 0.07
-0.03 -0.04 0.08

Values from the calculation:
Charge = -1
2S+1 = 1
DFT total energy = -82378.364 eV
LUMO energy = 1.54 eV
Gap between HOMO and LUMO = 6.2786 eV

=====

# 2
Computed, not measured: C15H45KO20P5 as an isolated structure in a non-equilibrium geometry, with wB97M-V/def2-TZVPD.

Geometry (Å):
K: 0.0349 0.2322 0.0741
C: -2.5398 -7.0020 0.4192
O: -2.7743 -6.7398 -0.9325
P: -2.0337 -5.4962 -1.6954
O: -1.6258 -4.2734 -0.9499
O: -3.0030 -5.3005 -2.9841
C: -3.4888 -6.3874 -3.7460
O: -0.8562 -6.2754 -2.4678
C: 0.3645 -5.6638 -2.6560
H: -2.0696 -7.9688 0.5989
H: -3.4899 -6.9992 0.9535
H: -1.9023 -6.2539 0.8903
H: -3.5694 -7.3319 -3.2079
H: -2.7979 -6.4231 -4.5883
H: -4.4935 -6.0319 -3.9748
H: 0.2568 -5.2474 -3.6576
H: 1.1706 -6.3924 -2.5691
H: 0.6277 -4.8966 -1.9279
C: 2.4357 3.7941 -6.7783
O: 1.6677 3.1792 -5.7090
P: 0.2887 2.3832 -6.0380
O: -0.2947 1.7030 -4.8409
O: 0.7626 1.3684 -7.1937
C: 1.5256 0.2113 -6.8334
O: -0.6834 3.4673 -6.8451
C: -1.1722 3.1872 -8.1152
H: 3.3447 3.2274 -6.9798
H: 2.6476 4.8285 -6.5076
H: 1.8486 3.8279 -7.6960
H: 1.5796 -0.1126 -5.7940
H: 2.5321 0.2536 -7.2497
H: 1.0547 -0.6831 -7.2413
H: -1.8724 3.9717 -8.4021
H: -1.7109 2.2405 -8.1545
H: -0.3704 3.1668 -8.8533
C: 3.8887 0.1038 7.3046
O: 2.9695 -0.2523 6.2055
P: 2.7160 -1.7576 5.6240
O: 1.9306 -1.8438 4.3489
O: 4.1856 -2.4078 5.6429
C: 5.1903 -1.9673 4.7880
O: 1.9765 -2.4807 6.9362
C: 1.1527 -3.6046 6.8365
H: 4.7531 0.5754 6.8371
H: 4.1297 -0.7717 7.9075
H: 3.3727 0.7647 8.0010
H: 4.9339 -1.4544 3.8610
H: 5.8944 -2.7647 4.5504
H: 5.7199 -1.1719 5.3125
H: 0.2908 -3.5467 7.5011
H: 1.7841 -4.4316 7.1613
H: 0.8714 -3.8749 5.8187
C: -7.8107 3.4835 1.1174
O: -7.5779 2.5438 0.1193
P: -6.6794 1.2137 0.4787
O: -5.2161 1.4194 0.7125
O: -7.5321 0.4848 1.7141
C: -8.7347 -0.1660 1.5212
O: -7.0243 0.1875 -0.7749
C: -6.3026 0.4091 -1.9452
H: -7.7251 3.1070 2.1368
H: -8.8242 3.8433 0.9405
H: -7.2003 4.3467 0.8519
H: -9.2273 -0.4082 2.4630
H: -8.4976 -1.0374 0.9109
H: -9.4728 0.4591 1.0187
H: -5.6122 1.2310 -2.1351
H: -7.0670 0.4134 -2.7222
H: -5.6763 -0.4573 -2.1578
C: 3.7580 5.4510 4.5482
O: 4.2743 5.6875 3.1756
P: 4.4727 4.3638 2.1876
O: 3.2165 3.7386 1.8098
O: 5.4626 4.9298 0.9675
C: 5.7233 4.0811 -0.1654
O: 5.4515 3.3815 3.0958
C: 6.7652 3.6850 3.3868
H: 2.9341 6.0695 4.9043
H: 4.6391 5.6019 5.1719
H: 3.5058 4.4115 4.7581
H: 6.7591 3.9882 -0.4919
H: 5.1158 4.4772 -0.9791
H: 5.4485 3.0418 0.0148
H: 7.3760 2.8076 3.1743
H: 6.9471 4.0266 4.4058
H: 7.1771 4.5073 2.8017

Cartesian forces (eV/Å) of the 3 atoms listed first:
-0.08 0.01 0.05
0.13 -0.04 1.69
0.63 1.78 -1.50

Values from the calculation:
Charge = +1
Relative energy (zero: lowest compared OMol25 entry of this formula, charge and spin) = 5.855 eV
2S+1 = 1
DFT total energy = -120007.714 eV
LUMO energy = -3.13 eV
Gap between HOMO and LUMO = 9.0787 eV

=====

# 3
Computed, not measured: a 3-piece molecular cluster, C19H47BrF3IN7O6P3 overall in a non-equilibrium geometry, with wB97M-V/def2-TZVPD.

Geometry (Å):
C: -3.4398 -1.0706 2.3094
C: -3.6525 -0.9039 0.6862
C: -4.2083 0.5729 0.2288
Br: -4.5097 0.5192 -1.7470
O: -3.4162 1.7129 0.7141
C: -2.2008 1.9357 -0.0841
O: -2.2603 2.9175 -1.0121
N: -0.9813 1.0997 0.2333
C: -0.0499 0.9377 -0.9468
C: -0.4826 -0.4467 -1.7336
O: -0.2597 -1.5680 -0.7863
C: 0.4236 -0.7749 -3.0640
F: 1.1276 0.4199 -3.6072
F: 1.3802 -1.8807 -2.6987
F: -0.5200 -1.3093 -4.1112
P: -0.0276 1.8553 1.5525
O: -0.5067 0.9960 3.0043
I: -0.7878 4.2222 1.8821
H: -3.4056 -0.0419 2.8893
H: -4.3161 -1.7556 2.7309
H: -2.4462 -1.7085 2.4477
H: -2.7107 -1.2289 0.0432
H: -4.5063 -1.6841 0.3905
H: -5.2868 0.6845 0.7282
H: 0.0487 1.8760 -1.6387
H: 1.0439 0.7386 -0.5128
H: -1.6336 -0.3042 -2.0170
H: 0.5935 -1.3882 -0.2679
H: -1.4684 1.2781 3.1851
O: -2.0867 -4.8553 3.6390
P: -1.0002 -5.8248 3.1127
N: -0.9312 -6.6759 4.5962
C: 0.2398 -7.2929 5.2048
C: -2.0797 -7.5629 4.8053
N: 0.1717 -4.5640 3.1057
C: 0.6490 -4.0087 4.3642
C: -0.1965 -3.4512 2.2209
N: 0.2489 -6.9393 2.5076
C: 1.6369 -6.5721 2.2272
C: -0.2785 -7.6740 1.3521
H: 0.4891 -8.2564 4.7463
H: 0.0639 -7.4714 6.2727
H: 1.1262 -6.6627 5.1598
H: -1.9838 -8.4749 4.2066
H: -3.0164 -7.0739 4.5197
H: -2.1850 -7.8419 5.8596
H: -0.1659 -3.7730 5.0569
H: 1.2290 -3.0886 4.2057
H: 1.3439 -4.6872 4.8581
H: -0.9382 -2.7866 2.6841
H: -0.6215 -3.8266 1.2836
H: 0.6823 -2.8546 1.9576
H: 1.7171 -5.8374 1.4187
H: 2.2155 -7.4555 1.9324
H: 2.1428 -6.1853 3.1167
H: -0.3709 -7.0191 0.4784
H: -1.2713 -8.0761 1.5799
H: 0.3565 -8.5277 1.0926
O: 2.2808 4.7595 -1.3226
P: 1.7805 5.7930 -2.3614
N: 0.6874 4.6766 -3.0604
C: 0.3012 4.5809 -4.4619
C: -0.5038 4.4449 -2.2379
N: 3.2862 5.7381 -3.1938
C: 3.6721 4.5359 -3.9190
C: 4.4162 6.1512 -2.3516
N: 1.2054 6.9811 -3.5556
C: 1.9899 7.4856 -4.6826
C: 0.6158 8.1259 -2.8521
H: -0.4375 5.3398 -4.7434
H: -0.1403 3.5983 -4.6685
H: 1.1450 4.6674 -5.1441
H: -1.2065 5.2805 -2.3229
H: -0.2416 4.3363 -1.1807
H: -1.0173 3.5208 -2.5260
H: 3.5233 3.6235 -3.3318
H: 4.7279 4.5688 -4.2230
H: 3.1218 4.4443 -4.8549
H: 4.7384 5.3486 -1.6744
H: 4.1456 7.0183 -1.7393
H: 5.2726 6.4473 -2.9652
H: 2.8720 8.0472 -4.3565
H: 1.3822 8.1529 -5.3050
H: 2.3035 6.6798 -5.3527
H: 1.3895 8.7271 -2.3615
H: -0.0818 7.7791 -2.0825
H: 0.0440 8.7664 -3.5319

Cartesian forces (eV/Å) of the 3 atoms listed first:
0.14 -0.86 -0.35
-0.56 -0.56 -0.48
-1.03 -1.66 2.08

Values from the calculation:
SMILES = CC[C@H](Br)OC(=O)N(C[C@H](O)C(F)(F)F)P(O)I.CN(C)P(=O)(N(C)C)N(C)C.CN(C)P(=O)(N(C)C)N(C)C
2S+1 = 1
DFT total energy = -157332.025 eV
LUMO energy = -1.19 eV
Gap between HOMO and LUMO = 6.7877 eV

=====

# 4
Computed, not measured: a 5-piece molecular cluster, C16H24FO12 overall in a non-equilibrium geometry, with wB97M-V/def2-TZVPD.

Geometry (Å):
F: 0.4120 0.6696 0.9392
C: 2.3845 4.0720 -0.4651
C: 0.9781 3.8097 0.0192
C: 0.8567 3.7959 1.5062
O: 0.0478 4.8569 1.9129
C: -0.3430 5.4699 0.8298
O: -1.1855 6.3860 0.7333
O: 0.1863 4.9010 -0.2984
H: 2.7504 5.0115 -0.1039
H: 2.5255 4.2671 -1.5612
H: 2.9910 3.3482 0.0365
H: 0.7103 2.7294 -0.5429
H: 1.7714 3.7963 2.3361
H: 0.3113 2.8405 1.7906
C: -3.6698 -1.7764 -0.1985
C: -3.3375 -0.5174 -0.8894
C: -1.8636 -0.2866 -1.2839
O: -1.7768 -0.0196 -2.6674
C: -2.9512 0.0340 -3.0936
O: -3.3094 0.3936 -4.2477
O: -3.8535 -0.3412 -2.1888
H: -4.7522 -1.9265 0.0954
H: -3.1825 -1.8656 0.7843
H: -3.6697 -2.7192 -0.9171
H: -3.7200 0.2356 -0.5388
H: -1.1812 -1.0267 -0.9749
H: -1.3924 0.5373 -0.7122
C: -0.5431 -3.3760 4.3329
C: -1.1963 -3.0149 2.9822
C: -0.1727 -2.6829 1.9314
O: -0.3084 -3.6960 0.8701
C: -1.1352 -4.5363 1.3092
O: -1.2785 -5.6653 0.9147
O: -1.7049 -4.1996 2.4661
H: 0.1801 -4.2680 4.1999
H: -1.2180 -3.3170 5.1824
H: -0.0541 -2.5393 4.8356
H: -1.9558 -2.1659 2.7889
H: 0.9129 -2.6260 2.2199
H: -0.2675 -1.7489 1.5140
C: 1.7373 0.6172 -3.2083
C: 2.4666 0.3439 -1.7011
C: 2.1539 -1.0609 -1.1241
O: 3.4217 -1.6956 -1.1438
C: 4.3024 -0.8561 -1.5779
O: 5.5023 -1.1122 -1.7589
O: 3.9028 0.3681 -1.7839
H: 1.8786 -0.0526 -3.9592
H: 1.7829 1.6439 -3.5286
H: 0.6039 0.6755 -3.2505
H: 2.1754 0.9415 -1.0863
H: 1.4814 -1.6154 -1.5935
H: 1.5952 -1.0368 -0.1308

Cartesian forces (eV/Å) of the 3 atoms listed first:
-0.12 -0.18 -0.30
0.19 1.07 -0.62
1.81 -2.42 -2.07

Values from the calculation:
Charge = -1
Relative energy (zero: lowest compared OMol25 entry of this formula, charge and spin) = 3.621 eV
2S+1 = 1
DFT total energy = -44265.116 eV
LUMO energy = 2.46 eV
Gap between HOMO and LUMO = 9.0683 eV